1.
Entry from OMol25: a 13-piece molecular cluster, C47H126N6O14 overall at a distorted geometry (the ωB97M-V functional and the def2-TZVPD basis).

Last column: Löwdin charge in e.
Positions of all 193 atoms, in Å:
C 1.324 2.117 2.702  -0.08
O 0.948 0.928 2.036  -0.20
C 2.000 0.097 1.719  -0.20
C 1.328 -1.027 0.826  -0.18
N 0.850 -0.624 -0.492  -0.02
C -0.105 -1.574 -1.131  -0.17
C -0.630 -0.936 -2.405  -0.21
O -1.551 0.090 -1.997  -0.21
C -2.114 0.809 -3.143  -0.07
H 0.377 2.648 2.802  0.08
H 1.985 2.721 2.081  0.07
H 1.783 2.007 3.684  0.08
H 2.548 -0.279 2.582  0.11
H 2.691 0.550 1.008  0.11
H 0.483 -1.367 1.424  0.10
H 2.048 -1.829 0.660  0.09
H 0.404 0.262 -0.305  0.07
H -1.000 -1.829 -0.565  0.10
H 0.364 -2.542 -1.306  0.09
H -1.237 -1.640 -2.974  0.09
H 0.136 -0.579 -3.093  0.11
H -2.699 0.105 -3.735  0.07
H -1.313 1.273 -3.719  0.07
H -2.833 1.604 -2.943  0.07
C -1.382 -4.966 -2.242  -0.04
C -0.793 -5.504 -3.508  -0.47
C 0.316 -4.681 -4.180  -0.21
O -0.189 -3.387 -4.357  -0.19
C 0.765 -2.610 -5.149  -0.06
N -0.287 -6.840 -3.336  0.04
H -2.187 -5.625 -1.917  0.09
H -1.977 -4.103 -2.545  0.05
H -0.648 -4.751 -1.466  0.05
H -1.607 -5.497 -4.232  0.12
H 0.610 -5.250 -5.062  0.12
H 1.208 -4.706 -3.555  0.11
H 1.765 -2.508 -4.728  0.07
H 0.420 -1.602 -5.380  0.08
H 0.909 -3.189 -6.061  0.08
H -0.060 -7.147 -4.271  0.07
H -1.137 -7.334 -3.104  0.07
C 1.668 -2.971 4.702  -0.06
C 1.469 -4.419 4.482  -0.45
C 1.227 -4.737 2.994  -0.19
O -0.058 -4.485 2.396  -0.20
C -0.046 -4.775 0.957  -0.08
N 2.491 -5.228 5.184  0.04
H 1.682 -2.763 5.772  0.07
H 0.827 -2.419 4.281  0.07
H 2.614 -2.703 4.230  0.08
H 0.552 -4.781 4.948  0.13
H 1.500 -5.771 2.782  0.12
H 1.971 -4.165 2.439  0.11
H 0.800 -4.383 0.391  0.07
H -0.903 -4.230 0.561  0.07
H -0.222 -5.850 0.926  0.10
H 2.393 -5.064 6.176  0.07
H 2.181 -6.181 5.065  0.06
C -4.241 8.620 -6.310  -0.05
C -4.233 7.053 -6.351  -0.45
C -3.157 6.515 -5.407  -0.26
O -3.043 5.132 -5.530  -0.19
C -2.146 4.564 -4.502  -0.06
N -5.527 6.568 -6.035  0.04
H -4.423 9.005 -5.307  0.07
H -4.979 9.096 -6.955  0.07
H -3.251 8.972 -6.600  0.07
H -3.944 6.683 -7.335  0.14
H -3.383 6.751 -4.367  0.12
H -2.160 6.929 -5.558  0.12
H -2.072 3.482 -4.609  0.07
H -2.476 4.905 -3.520  0.08
H -1.130 4.959 -4.518  0.08
H -5.287 5.643 -5.707  0.06
H -5.771 6.991 -5.150  0.07
C -2.520 4.297 3.396  -0.05
C -3.555 4.279 2.242  -0.42
C -2.986 3.441 1.067  -0.22
O -1.769 3.978 0.647  -0.18
C -1.216 3.141 -0.386  -0.07
N -4.761 3.682 2.803  0.02
H -1.563 4.684 3.044  0.07
H -2.325 3.294 3.774  0.06
H -2.830 4.956 4.206  0.07
H -3.806 5.306 1.977  0.13
H -3.677 3.476 0.225  0.12
H -2.923 2.409 1.412  0.11
H -1.911 3.032 -1.219  0.07
H -0.911 2.181 0.031  0.08
H -0.271 3.562 -0.727  0.07
H -5.455 3.711 2.071  0.07
H -5.072 4.324 3.518  0.07
C 4.599 4.593 0.884  -0.06
C 3.575 4.727 -0.273  -0.42
C 3.450 3.386 -1.046  -0.15
O 2.572 3.521 -2.233  -0.20
C 1.886 2.260 -2.505  -0.09
N 2.364 5.161 0.380  0.03
H 4.941 5.557 1.260  0.08
H 5.472 4.064 0.502  0.06
H 4.211 4.010 1.719  0.06
H 3.793 5.535 -0.971  0.13
H 3.072 2.626 -0.363  0.10
H 4.398 3.018 -1.439  0.12
H 2.541 1.398 -2.632  0.08
H 1.291 2.402 -3.407  0.08
H 1.187 2.097 -1.685  0.05
H 2.507 5.998 0.927  0.08
H 1.623 5.230 -0.303  0.07
C -1.233 1.476 5.819  -0.06
C -0.677 0.113 6.063  -0.53
C 0.556 0.111 7.061  -0.03
O -1.686 -0.637 6.576  -0.04
H -1.228 2.080 6.726  0.09
H -2.249 1.430 5.428  0.07
H -0.659 2.030 5.077  0.06
H -0.295 -0.318 5.137  0.12
H 0.360 0.327 8.112  0.07
H 1.319 0.815 6.729  0.06
H 0.967 -0.898 7.059  0.05
H -2.308 -0.671 5.846  0.01
C 5.002 2.066 4.332  -0.04
C 5.483 0.929 5.255  -0.46
C 4.622 -0.289 5.044  -0.05
O 6.796 0.583 4.882  -0.07
H 5.535 2.995 4.531  0.08
H 4.020 2.346 4.713  0.07
H 4.942 1.918 3.253  0.06
H 5.608 1.191 6.306  0.14
H 4.246 -0.334 4.021  0.06
H 3.736 -0.132 5.660  0.07
H 5.120 -1.201 5.373  0.09
H 7.101 -0.103 5.480  0.10
C -2.617 -0.507 2.359  -0.02
C -3.329 -1.439 3.412  -0.40
C -2.636 -2.840 3.636  -0.02
O -3.368 -0.733 4.643  -0.07
H -3.123 0.456 2.437  0.06
H -2.569 -0.814 1.314  0.06
H -1.551 -0.422 2.571  0.06
H -4.357 -1.600 3.087  0.12
H -2.794 -3.386 2.706  0.07
H -3.086 -3.392 4.462  0.08
H -1.586 -2.691 3.886  0.06
H -4.086 -0.096 4.606  0.11
C 6.390 0.373 -0.077  -0.04
C 7.142 0.539 1.259  -0.46
C 7.419 1.986 1.687  -0.05
O 6.371 -0.176 2.236  -0.08
H 6.993 0.793 -0.882  0.08
H 5.385 0.786 -0.155  0.06
H 6.445 -0.706 -0.223  0.07
H 8.116 0.052 1.293  0.13
H 6.484 2.527 1.831  0.04
H 8.002 2.426 0.877  0.08
H 8.004 2.065 2.603  0.08
H 6.540 0.160 3.119  0.02
C -3.475 -3.540 -4.870  -0.08
C -4.396 -2.597 -5.632  -0.51
C -3.659 -1.583 -6.485  -0.03
O -5.135 -3.476 -6.428  -0.04
H -4.075 -4.259 -4.313  0.07
H -2.887 -3.006 -4.124  0.05
H -2.890 -4.087 -5.610  0.09
H -5.036 -2.133 -4.882  0.13
H -3.037 -2.063 -7.240  0.09
H -2.965 -0.982 -5.897  0.06
H -4.398 -0.904 -6.909  0.08
H -5.593 -4.123 -5.886  0.09
C -6.258 -1.159 -0.742  -0.05
C -5.908 -2.614 -1.054  -0.49
C -4.589 -2.782 -1.696  -0.07
O -5.896 -3.343 0.181  -0.05
H -6.048 -0.540 -1.614  0.07
H -5.540 -0.769 -0.020  0.08
H -7.272 -0.952 -0.399  0.08
H -6.649 -2.981 -1.765  0.13
H -4.474 -3.790 -2.095  0.08
H -3.774 -2.550 -1.010  0.09
H -4.423 -2.063 -2.498  0.07
H -6.541 -2.975 0.789  0.08
C 4.292 -3.767 -0.406  -0.05
C 3.312 -3.215 -1.477  -0.44
C 3.740 -1.865 -2.153  -0.03
O 3.366 -4.186 -2.525  -0.08
H 3.967 -4.728 -0.008  0.07
H 4.330 -3.116 0.468  0.07
H 5.286 -3.900 -0.833  0.08
H 2.353 -3.250 -0.959  0.08
H 4.762 -1.833 -2.530  0.08
H 3.750 -1.003 -1.486  0.05
H 3.030 -1.584 -2.932  0.05
H 3.090 -5.036 -2.175  0.08

The LUMO energy is 0.4 eV. The calculation puts the energy above the lowest of the compared OMol25 structures with the same formula, charge and spin at 339.2 kJ/mol. As for the orbital gap: 9.33 eV. As for the net charge: 0.


2.
Entry from OMol25: C26H41BN8PSeV as an isolated structure at a distorted geometry (the ωB97M-V functional and the def2-TZVPD basis).

Last column: Löwdin charge in e.
Positions of all 79 atoms, in Å:
V 0.496 -0.014 -0.052  0.58
C 1.536 -1.715 3.524  0.01
C 0.986 -0.615 2.877  -0.08
N 0.904 -0.878 1.576  -0.12
N 1.381 -2.108 1.349  0.00
C 1.774 -2.637 2.518  -0.01
B 0.940 -2.941 0.108  -0.47
N 1.231 -2.272 -1.270  0.01
C 1.432 -2.967 -2.402  0.00
C 1.046 -2.183 -3.476  0.01
C 0.601 -0.993 -2.910  -0.08
N 0.721 -1.075 -1.588  -0.13
N -0.583 -2.874 0.183  -0.03
C -1.537 -3.814 0.246  -0.02
C -2.760 -3.178 0.203  -0.02
C -2.453 -1.822 0.120  -0.13
N -1.135 -1.652 0.108  -0.07
H 1.722 -1.833 4.571  0.12
H 0.632 0.316 3.291  0.13
H 2.181 -3.628 2.579  0.14
H 1.390 -4.024 0.139  0.13
H 1.812 -3.968 -2.389  0.14
H 1.093 -2.430 -4.516  0.12
H 0.202 -0.112 -3.387  0.14
H -1.283 -4.852 0.332  0.14
H -3.729 -3.628 0.217  0.11
H -3.137 -0.993 0.069  0.09
Se -1.303 1.314 0.176  0.96
C -2.454 2.898 -0.202  -0.47
C -2.258 4.176 0.290  -0.08
C -3.284 5.103 0.106  -0.11
N -4.415 4.810 -0.491  0.09
C -4.601 3.598 -0.957  -0.11
C -3.642 2.593 -0.847  -0.10
H -1.369 4.462 0.822  0.08
H -3.179 6.113 0.479  0.12
H -5.553 3.396 -1.429  0.13
H -3.837 1.608 -1.241  0.10
C 4.925 2.818 -2.278  -0.06
C 4.061 1.619 -1.905  -0.59
C 4.922 0.357 -1.827  -0.07
C 3.007 1.369 -2.980  -0.07
P 3.168 1.861 -0.224  1.11
N 1.894 0.848 -0.189  -0.25
C 2.328 3.569 -0.003  -0.58
C 1.400 3.516 1.221  -0.09
C 1.476 3.814 -1.249  -0.08
C 3.324 4.712 0.162  -0.05
C 4.309 1.413 1.246  -0.58
C 5.668 2.101 1.137  -0.06
C 3.658 1.878 2.546  -0.07
C 4.478 -0.112 1.289  -0.07
H 5.548 2.540 -3.127  0.11
H 5.595 3.122 -1.478  0.08
H 4.320 3.665 -2.588  0.08
H 5.248 0.102 -2.834  0.11
H 4.349 -0.485 -1.440  0.08
H 5.828 0.491 -1.242  0.08
H 3.509 1.186 -3.928  0.11
H 2.332 2.205 -3.117  0.07
H 2.431 0.482 -2.728  0.04
H 1.096 2.496 1.472  0.03
H 0.505 4.087 0.992  0.06
H 1.858 3.984 2.086  0.09
H 0.756 3.002 -1.402  0.06
H 2.094 3.936 -2.133  0.07
H 0.926 4.746 -1.126  0.10
H 3.935 4.606 1.055  0.07
H 2.754 5.634 0.268  0.11
H 3.980 4.829 -0.694  0.08
H 5.578 3.182 1.151  0.08
H 6.231 1.811 0.257  0.07
H 6.261 1.813 2.002  0.11
H 3.563 2.957 2.579  0.07
H 4.311 1.600 3.372  0.11
H 2.688 1.412 2.706  0.06
H 5.332 -0.442 0.707  0.08
H 3.584 -0.629 0.934  0.05
H 4.658 -0.426 2.316  0.10

The LUMO energy (spin up / spin down) is -7.7 / -7.7 eV. As for the orbital gap (spin up / spin down): 6.87 / 6.87 eV. As for the net charge: +2.